165
Properties=species:S:1:pos:R:3:forces:R:3 method="wB97M-V/def2-TZVPD" multiplicity=1 orbital_gap_ev=8.270 total_charge=0 energy_ev=-188393.123 de_lowest_kj_mol=792.57
C 1.565412 5.520329 0.115991 0.2255 0.6425 0.9106
C 0.160423 5.849718 0.932103 0.1104 1.0942 -1.5231
O -0.584201 4.653250 1.353376 2.1649 0.5916 1.2330
C 0.171709 3.826297 2.306587 -0.4293 -1.5848 0.7604
C 0.155566 2.280179 1.677048 -0.7070 1.6314 0.2163
O 0.549931 2.411631 0.265844 1.9140 -1.0508 1.6344
C 1.970680 2.085216 0.051484 0.4920 -1.6909 -0.8156
C 2.011385 0.780118 -0.991739 -0.8913 1.4283 0.0979
O 3.436851 0.547775 -1.282850 -0.9017 -2.3292 0.9600
C 3.886190 -0.765884 -0.784627 0.2515 -0.9479 -0.8632
P 3.869109 -0.891306 1.155370 1.6473 0.0488 1.1121
C 5.258609 -2.192705 1.531490 0.5703 -0.8077 -0.6032
C 5.395220 -2.523322 3.140410 -3.9480 -3.8514 2.7369
O 4.445857 -3.291141 3.736882 5.6759 5.1763 -3.9691
N 6.539633 -2.047630 4.011564 -0.5016 0.2377 -1.9339
C 6.269065 -0.585371 4.309629 -0.2486 0.6464 0.3607
C 7.890265 -2.224959 3.302364 0.1751 0.5728 -0.6120
P 1.941716 -1.607821 1.879856 -3.0037 -0.8145 -0.7907
O 1.826028 -3.346867 1.900757 -0.7108 1.9516 1.4207
O 1.472240 -0.879957 3.391097 2.8648 -1.4885 -0.3915
H 2.367871 5.031687 0.851098 -1.7643 0.9187 -1.7335
H 1.383162 4.837860 -0.818100 0.2572 1.3854 2.0695
H 2.045212 6.554787 -0.222649 -1.1419 -2.2202 0.6391
H -0.535466 6.406298 0.137579 1.3184 -1.3343 1.7726
H 0.309445 6.645235 1.805300 -0.1082 -1.9338 -1.5934
H -0.390855 3.729403 3.353710 0.9563 0.5317 -2.1433
H 1.247855 4.211142 2.557663 -1.9959 -0.6489 -0.8367
H -0.979070 1.956725 1.692560 2.2777 0.5016 -0.1658
H 0.792528 1.525271 2.304584 -1.0836 1.3829 -1.2949
H 2.544345 1.742243 1.023500 -1.3062 0.8437 -1.7437
H 2.596365 2.932674 -0.465066 -1.4972 -1.4008 1.0414
H 1.452866 1.100316 -1.982742 1.2216 -0.5958 1.8563
H 1.441676 -0.153994 -0.575215 1.2888 1.7249 -0.5676
H 3.276687 -1.679042 -1.233994 1.1669 2.0043 0.5695
H 5.035122 -0.856861 -1.088008 -2.4981 0.1609 0.7150
H 6.237141 -1.762086 1.043241 -1.7172 -0.8297 1.2599
H 4.960578 -3.153208 0.910148 0.7546 1.6560 1.6958
H 6.422183 0.037468 3.328228 -0.5140 -0.8140 1.7483
H 6.982398 -0.122842 5.131154 -1.2910 -1.3354 -1.6860
H 5.171324 -0.508321 4.729025 2.1910 -0.0028 -0.9780
H 8.028081 -1.262240 2.631052 0.1116 -1.9019 0.9674
H 7.915787 -3.201448 2.637371 -0.1467 2.1111 1.6035
H 8.792072 -2.259399 4.063951 -2.1124 0.0009 -1.4095
H 0.916809 -3.572459 2.279137 1.5770 0.4531 -0.7670
H 2.186434 -0.950517 4.091352 -1.1252 -0.0059 -0.8584
C 0.970546 4.703714 -4.331715 -1.1446 -0.6808 0.0208
C 1.973487 5.218284 -5.306920 -0.0776 0.5328 -0.6765
O 2.841781 5.991238 -4.509743 -0.0465 -0.7461 0.5415
C 2.799391 5.413429 -3.276449 2.0718 0.5983 2.6264
O 3.614969 5.623148 -2.393999 -2.0201 -0.5518 -2.1660
O 1.734926 4.563333 -3.151051 0.9543 0.4474 -0.0487
F 1.389919 6.033027 -6.214281 0.0478 0.0155 -0.2947
H 0.152717 5.409770 -4.152746 0.1829 0.0714 -0.2098
H 0.545040 3.744786 -4.639600 0.1434 0.0744 0.2156
H 2.543097 4.436032 -5.819894 -0.0565 0.1674 -0.1160
C 11.488843 -3.591953 -0.518604 0.4019 -0.2766 -1.2846
C 12.095193 -2.920562 0.665994 0.3299 0.7042 0.0306
O 11.070973 -2.970412 1.633140 -0.1479 -0.8550 -0.1599
C 10.353374 -4.088977 1.332243 -2.1035 -1.6001 1.5092
O 9.561388 -4.619358 2.093374 1.8528 1.2126 -1.8558
O 10.635137 -4.549313 0.075193 -0.3296 0.2086 1.1941
F 12.365955 -1.623247 0.398933 0.2270 0.2396 0.0792
H 10.894863 -2.908716 -1.134855 0.1330 0.1531 0.2225
H 12.238135 -4.074238 -1.152130 -0.2413 -0.1237 0.1967
H 12.991593 -3.416677 1.053105 -0.0251 0.2069 -0.0079
C -2.200870 -1.432205 3.653952 0.1962 0.8895 -0.9701
C -2.380149 -2.908232 3.758380 -0.1048 -0.5763 -0.3138
O -2.192888 -3.166608 5.131354 -0.4483 0.8477 0.3208
C -2.593098 -2.028157 5.764154 -0.5068 0.3055 3.2119
O -2.838333 -1.958235 6.956982 0.6142 -0.0928 -2.8683
O -2.693899 -0.974753 4.897177 -0.1239 -0.6079 0.7804
F -1.418880 -3.560883 3.067242 0.4019 -0.3841 -0.3399
H -1.150727 -1.139305 3.550041 0.0193 -0.2501 -0.0085
H -2.768774 -1.001892 2.824670 -0.0939 -0.0270 0.2486
H -3.368741 -3.263345 3.448384 0.4831 -0.0485 -0.0123
C 3.188611 -1.794985 -4.558511 1.0554 -0.7099 0.1534
C 2.790167 -0.412976 -4.949658 0.2392 0.5394 -0.5571
O 1.381626 -0.466093 -4.958245 0.0782 -0.4106 0.7694
C 1.056990 -1.414696 -4.035511 -2.9914 -0.7026 1.4020
O -0.057910 -1.554517 -3.560836 2.7140 0.2853 -1.2113
O 2.135765 -2.186342 -3.700430 -0.9046 0.5831 -0.0641
F 3.213109 -0.125081 -6.201017 0.1120 0.2524 -0.2199
H 3.235048 -2.479991 -5.411739 -0.0378 0.2704 -0.0686
H 4.149111 -1.818966 -4.036729 -0.2562 -0.0426 0.0817
H 3.125074 0.364384 -4.254628 0.0161 0.0100 -0.1439
C -8.162066 -2.884823 3.699184 -1.2049 0.5995 -0.1092
C -7.458830 -3.707931 4.723708 -0.4775 -0.5582 0.6026
O -6.353629 -4.232200 4.023311 0.5317 1.0018 -0.5993
C -6.068001 -3.305035 3.066518 1.0815 0.3479 -1.3120
O -5.020344 -3.265342 2.443052 -2.1506 -0.1177 0.8715
O -7.096412 -2.419216 2.895730 1.5072 -0.7824 0.0852
F -8.233922 -4.738677 5.129241 0.0143 -0.1032 0.2316
H -8.850875 -3.472735 3.083318 0.1716 -0.1244 0.1432
H -8.712559 -2.050519 4.142227 0.2713 -0.0010 -0.1663
H -7.108620 -3.140259 5.592398 -0.0492 -0.2054 0.0174
C -6.595784 -2.522515 -2.285531 0.4081 -0.1124 -1.3964
C -5.989435 -1.851124 -1.100932 0.3800 0.5848 0.0492
O -7.013654 -1.900974 -0.133786 -0.2716 -0.9894 -0.2326
C -7.731253 -3.019539 -0.434684 -1.8754 -1.1732 1.4951
O -8.523240 -3.549919 0.326448 1.6769 1.0739 -1.6670
O -7.449491 -3.479875 -1.691734 -0.3596 0.0968 1.2207
F -5.718672 -0.553809 -1.367994 0.2173 0.2990 0.0698
H -7.189764 -1.839277 -2.901781 0.0796 0.1606 0.2633
H -5.846492 -3.004799 -2.919057 -0.3172 -0.0097 0.3223
H -5.093034 -2.347238 -0.713821 -0.0286 0.1930 0.0098
C 13.816317 -5.223060 -5.535535 0.2319 -0.5297 -1.1607
C 13.985088 -3.929115 -4.815173 -0.1873 0.8623 -0.3094
O 13.341621 -4.152609 -3.581121 0.4156 -0.7479 0.0729
C 13.470238 -5.489501 -3.351228 -0.4913 -1.8905 2.5110
O 13.286575 -6.018382 -2.267522 0.3625 1.3417 -2.5445
O 13.838089 -6.165452 -4.482267 -0.2104 0.4535 1.1319
F 13.338211 -2.931241 -5.458180 0.0699 0.2636 -0.0168
H 12.859761 -5.291894 -6.064357 0.0648 0.2593 0.1103
H 14.624824 -5.411538 -6.247001 -0.0938 -0.1193 0.2363
H 15.028405 -3.645488 -4.640348 -0.1531 0.1445 -0.0411
C -4.138411 -4.380734 -6.235540 0.1035 0.9303 -0.9863
C -4.317689 -5.856760 -6.131111 0.4182 -0.7130 -0.4505
O -4.130429 -6.115135 -4.758137 -0.6289 0.8930 0.3031
C -4.530638 -4.976685 -4.125336 -0.3531 0.1649 2.7630
O -4.775873 -4.906762 -2.932509 0.6482 -0.1487 -2.6693
O -4.631440 -3.923280 -4.992314 -0.1355 -0.7403 0.9362
F -3.356420 -6.509410 -6.822249 -0.0426 -0.1930 -0.1297
H -3.088267 -4.087832 -6.339451 -0.0610 -0.2745 0.0039
H -4.706314 -3.950419 -7.064821 -0.0096 0.0257 0.2847
H -5.306282 -6.211872 -6.441107 0.1766 -0.1188 -0.0329
C -3.912970 8.392906 1.760754 -0.3944 0.1169 1.2532
C -4.172986 7.502346 0.594139 -0.4454 -0.3033 -0.2149
O -3.507330 8.147490 -0.467735 0.5750 0.0297 0.5012
C -2.471214 8.813035 0.115521 2.6874 1.5453 -1.1650
O -1.514744 9.260384 -0.495143 -2.3275 -1.0742 1.4343
O -2.630516 8.911655 1.470649 0.3687 -0.1243 -1.1821
F -5.492999 7.458742 0.305471 -0.3929 -0.1876 -0.1785
H -4.630223 9.217402 1.832486 -0.0513 -0.1558 -0.1470
H -3.909994 7.847128 2.708124 0.1920 0.1312 -0.1478
H -3.782669 6.485594 0.709834 -0.1812 0.0212 -0.0956
C -8.614708 10.494366 0.119529 -1.1055 -0.6900 0.0153
C -7.611768 11.008937 -0.855676 -0.0718 0.4502 -0.7460
O -6.743474 11.781890 -0.058499 -0.0022 -0.7353 0.6422
C -6.785863 11.204081 1.174794 1.8090 0.5281 2.4267
O -5.970285 11.413800 2.057245 -1.9108 -0.5596 -2.0446
O -7.850329 10.353985 1.300192 0.9937 0.5542 0.0552
F -8.195337 11.823678 -1.763038 0.0346 0.0411 -0.2832
H -9.432537 11.200423 0.298498 0.1830 0.0722 -0.2116
H -9.040215 9.535438 -0.188356 0.1628 0.0839 0.2144
H -7.042157 10.226683 -1.368651 -0.0535 0.1693 -0.0949
C -4.201519 2.169183 2.574202 0.2515 -0.2867 -1.1985
C -3.595169 2.840573 3.758801 0.3213 0.7390 0.1475
O -4.619389 2.790724 4.725947 -0.0648 -0.8576 -0.3011
C -5.336987 1.672159 4.425049 -2.3031 -1.6044 1.9065
O -6.128974 1.141779 5.186182 1.8575 1.2968 -1.9420
O -5.055225 1.211822 3.168000 -0.2160 0.1360 0.9963
F -3.324407 4.137890 3.491740 0.2178 0.2444 0.0648
H -4.795498 2.852421 1.957953 0.1631 0.1212 0.1879
H -3.452227 1.686900 1.940677 -0.2015 -0.0736 0.1165
H -2.698768 2.344459 4.145912 -0.0004 0.1914 0.0088
C -6.751404 -6.745933 -0.167416 0.3550 1.1009 -0.6917
C -6.728120 -7.210499 1.248682 -0.2483 0.3786 0.6580
O -7.473881 -8.406169 1.215541 0.4993 -0.2169 -0.7157
C -7.291052 -8.903354 -0.039868 -0.7239 -2.8995 -1.2126
O -7.547751 -10.050406 -0.365822 0.5648 2.7580 0.7419
O -6.777137 -7.961410 -0.888458 -0.2923 -0.9811 0.5634
F -7.366385 -6.332701 2.054754 0.0386 0.1210 0.3036
H -7.646771 -6.162682 -0.407261 0.0344 -0.0276 0.2973
H -5.868368 -6.155346 -0.425967 -0.0893 -0.2281 -0.1230
H -5.724734 -7.413069 1.638167 -0.1457 0.0945 0.1411